Record 1
Computed, not measured: a gas-phase ion, C8H11N2O3S (charge +1), with ωB97M-V with the def2-TZVPD basis set.

Calculated values
* net charge: +1
* highest occupied orbital energy (spin up / spin down): -12.56 / -12.57 eV
* E: -1044.5226 Ha
* ΔE to the lowest compared entry with this formula, charge and spin: 2.426 eV
* lowest unoccupied orbital energy (spin up / spin down): -5.334 / -5.271 eV

Atoms and positions in Å:
C: 1.3245 0.5426 0.9577
C: -0.4900 -1.1525 1.2050
C: 0.5122 2.4834 1.9864
C: -0.6269 0.0553 -1.3446
C: -0.0661 0.2635 1.0414
C: -0.6091 -1.3889 -1.1543
C: -1.8866 -1.9373 -1.8993
C: 0.7505 -1.8762 -1.6888
N: 1.5309 1.8717 1.4685
N: 0.6454 3.6607 2.6360
O: 2.1270 -0.0752 0.3724
O: -0.6587 -1.6956 2.2718
O: -0.7526 -1.8429 0.0881
S: -1.0382 1.4826 1.8997
H: -1.5799 0.6075 -1.4128
H: 0.0818 0.6197 -1.8845
H: -1.8128 -1.6312 -2.9248
H: -2.7812 -1.6881 -1.3311
H: -1.6552 -3.0158 -1.8766
H: 0.6558 -2.0975 -2.7757
H: 1.0067 -2.8070 -1.1579
H: 1.5121 -1.0618 -1.6265
H: 2.4106 2.3363 1.4212
H: 1.5020 4.2236 2.5488
H: -0.1021 4.1229 3.1800



Record 2
Computed, not measured: 3 unconnected molecules or ions with the total composition C28H58N2O4PS, with ωB97M-V with the def2-TZVPD basis set.

Calculated values
* net charge: -1
* 2S+1: 3
* ⟨S²⟩: 2.008
* highest occupied orbital energy (spin up / spin down): -3.37 / -3.37 eV
* E: -2251.4947 Ha
* lowest unoccupied orbital energy (spin up / spin down): 2.027 / 1.461 eV

Atoms and positions in Å:
C: 2.0911 0.1315 -0.4596
C: 3.0829 0.3761 -1.6591
C: 4.4908 0.8962 -1.2071
C: 5.6782 -0.0154 -1.6045
C: 5.6065 -1.4795 -1.0837
C: 5.0589 -1.6734 0.3617
C: 6.1568 -1.6646 1.4942
P: 5.1605 -1.5411 3.0799
C: 6.0357 -2.4075 4.4908
C: 4.7795 0.2379 3.5309
S: 7.2602 -0.2461 1.3172
C: 8.2348 -0.1150 2.8820
O: 6.5876 1.0856 1.1526
O: 8.2990 -0.4584 0.2439
H: 2.5736 0.3320 0.5150
H: 1.2501 0.8464 -0.5242
H: 1.7421 -0.9140 -0.4305
H: 3.1179 -0.4833 -2.3485
H: 2.6167 1.2021 -2.2353
H: 4.4418 1.0746 -0.1181
H: 4.6525 1.8944 -1.6580
H: 5.6643 -0.0753 -2.7182
H: 6.6274 0.4781 -1.3504
H: 5.0278 -2.1343 -1.7642
H: 6.6409 -1.8725 -1.0943
H: 4.6282 -2.6941 0.4012
H: 4.2373 -0.9887 0.6369
H: 6.7904 -1.8080 5.0396
H: 5.2531 -2.6632 5.2358
H: 6.4680 -3.3637 4.1612
H: 4.4851 0.7321 2.5856
H: 5.6214 0.8223 3.9442
H: 3.8839 0.2764 4.1803
H: 7.8745 -0.8001 3.6621
H: 9.3110 -0.2266 2.6758
H: 8.1091 0.9131 3.2703
C: -3.9889 3.3074 -2.8932
C: -2.4824 3.2296 -3.2517
C: -2.3028 3.2577 -4.7772
C: -2.6951 1.9518 -5.4591
C: -1.9833 0.7680 -4.8123
C: -2.1758 0.7111 -3.2902
N: -1.8830 2.0173 -2.6366
O: -0.5786 2.1875 -2.6121
C: -3.6185 0.2654 -2.9741
C: -1.3121 -0.4230 -2.7221
C: -1.8755 4.5174 -2.6741
H: -4.2963 4.3307 -2.6728
H: -4.6340 2.9627 -3.7027
H: -4.2194 2.7271 -1.9990
H: -1.2569 3.4727 -5.0184
H: -2.8883 4.0786 -5.2010
H: -3.7794 1.8096 -5.4269
H: -2.4289 2.0014 -6.5187
H: -2.3397 -0.1609 -5.2652
H: -0.9152 0.8299 -5.0458
H: -3.8049 0.3008 -1.8991
H: -3.7771 -0.7652 -3.2956
H: -4.3829 0.8560 -3.4759
H: -0.2566 -0.3107 -2.9714
H: -1.6278 -1.3835 -3.1330
H: -1.4015 -0.4826 -1.6361
H: -1.9721 4.5425 -1.5867
H: -2.3929 5.3887 -3.0788
H: -0.8220 4.6339 -2.9285
C: -4.5548 0.2063 3.6713
C: -5.0127 -0.5008 2.3697
C: -5.7671 -1.7950 2.7117
C: -4.8564 -2.9213 3.1904
C: -3.7203 -3.1560 2.1995
C: -2.9409 -1.8761 1.8683
N: -3.8378 -0.7508 1.4953
O: -4.2751 -0.9667 0.2802
C: -2.0679 -1.4855 3.0802
C: -1.9253 -2.1825 0.7589
C: -6.0050 0.4774 1.7222
H: -5.2605 0.9798 3.9769
H: -4.4683 -0.4785 4.5157
H: -3.5977 0.7114 3.5389
H: -6.3133 -2.1443 1.8293
H: -6.5221 -1.5886 3.4754
H: -4.4571 -2.6999 4.1843
H: -5.4404 -3.8395 3.2979
H: -3.0388 -3.9109 2.5994
H: -4.1386 -3.5803 1.2804
H: -1.5693 -0.5302 2.9075
H: -1.2898 -2.2324 3.2423
H: -2.6209 -1.4202 4.0150
H: -2.3960 -2.5906 -0.1361
H: -1.2026 -2.9244 1.1007
H: -1.3709 -1.2852 0.4766
H: -5.5126 1.4143 1.4533
H: -6.8111 0.7086 2.4199
H: -6.4744 0.0663 0.8281



Record 3
Computed, not measured: a gas-phase ion, C5H8N (charge +1), with ωB97M-V with the def2-TZVPD basis set.

Calculated values
* net charge: +1
* highest occupied orbital energy (spin up / spin down): -15.92 / -15.92 eV
* E: -249.6993 Ha
* ΔE to the lowest compared entry with this formula, charge and spin: 3.423 eV
* lowest unoccupied orbital energy (spin up / spin down): -7.434 / -7.434 eV

Atoms and positions in Å:
C: 0.7145 0.2422 0.1371
C: -1.4969 -0.5894 0.1094
C: -1.4252 0.9333 -0.0729
C: -0.0807 -0.9248 0.0372
C: 2.1958 0.0704 -0.0562
N: -0.1295 1.3113 0.1822
H: -1.9454 -0.7628 1.0723
H: -2.2485 -1.0766 -0.6060
H: -1.5724 0.9517 -1.1532
H: -2.1912 1.5029 0.4266
H: 0.4621 -1.9261 -0.0315
H: 2.3348 -0.9293 -0.1355
H: 2.6890 0.4830 0.8836
H: 2.6936 0.7144 -0.7931



Record 4
Computed, not measured: 2 unconnected molecules or ions with the total composition HO2PS, with ωB97M-V with the def2-TZVPD basis set.

Calculated values
* highest occupied orbital energy (spin up / spin down): -9.90 / -9.90 eV
* E: -890.4838 Ha
* ΔE to the lowest compared entry with this formula, charge and spin: 3.918 eV
* lowest unoccupied orbital energy (spin up / spin down): -1.770 / -1.770 eV

Atoms and positions in Å:
O: 3.6050 -0.1536 0.0466
O: 1.8831 1.5500 -0.3006
P: 1.0278 -1.4208 -0.0103
S: 2.2141 0.1674 0.0984
H: -0.3792 -0.0989 0.3629



Record 5
Computed, not measured: 3 unconnected molecules or ions with the total composition C32H43ClN4O4S2, with ωB97M-V with the def2-TZVPD basis set.

Calculated values
* SMILES: CCCC1=C(CCSc2nnco2)C(=O)c2c(Cl)c([C@H](C)CC)c(CCCS)c(O)c2C1=O.CCCC#N.CCCC#N
* highest occupied orbital energy: -9.01 eV
* E: -3021.5335 Ha
* lowest unoccupied orbital energy: -0.758 eV

Atoms and positions in Å:
C: 2.2101 -1.6641 -4.0629
C: 2.0101 -0.2719 -4.7965
C: 1.6277 0.9232 -3.8383
C: 0.6554 0.5560 -2.6854
C: 0.8505 0.8612 -1.3704
C: 2.1431 1.6126 -0.8923
C: 3.3407 0.6101 -0.6028
S: 4.0270 0.6960 1.0965
C: 4.1633 2.3894 1.6581
N: 3.6425 2.8422 2.8198
N: 3.9024 4.1451 3.0188
C: 4.6108 4.5411 1.9280
O: 4.7920 3.4818 1.0910
C: -0.2039 0.4817 -0.2731
O: 0.1682 0.1516 0.8227
C: -1.6852 0.5301 -0.7444
C: -2.8089 0.9017 0.0955
Cl: -2.4063 1.2873 1.8128
C: -4.2040 0.9426 -0.3720
C: -5.4224 1.3418 0.5053
C: -5.2166 2.6609 1.3490
C: -5.9798 0.1253 1.3835
C: -7.5724 0.1857 1.2913
C: -4.4119 0.5683 -1.7809
C: -5.8188 0.5044 -2.4572
C: -6.3637 1.9020 -2.9544
C: -7.0281 1.6543 -4.3825
S: -7.6621 3.2090 -5.1194
C: -3.2709 0.2237 -2.6541
O: -3.5223 -0.0857 -3.9984
C: -1.9064 0.1935 -2.1698
C: -0.6638 -0.1779 -3.0507
O: -0.7867 -1.0110 -3.9124
H: 3.1683 -2.1109 -4.4361
H: 1.4078 -2.3975 -4.3455
H: 2.3023 -1.5669 -2.9471
H: 2.9837 -0.0327 -5.3029
H: 1.2622 -0.4104 -5.6223
H: 1.1607 1.7249 -4.4836
H: 2.5904 1.3680 -3.4747
H: 1.9655 2.2349 0.0191
H: 2.4799 2.3231 -1.6922
H: 4.1229 0.6835 -1.4082
H: 2.9154 -0.4291 -0.7112
H: 4.9632 5.5815 1.7837
H: -6.2596 1.5756 -0.2124
H: -4.7439 2.4863 2.3449
H: -4.5692 3.3874 0.7813
H: -6.2023 3.1666 1.5578
H: -5.6902 -0.7974 0.8126
H: -5.6038 0.1424 2.4322
H: -7.9050 1.2536 1.3415
H: -8.0680 -0.4132 2.0995
H: -7.8563 -0.1952 0.2701
H: -5.7766 -0.2888 -3.2400
H: -6.5290 0.1286 -1.6666
H: -7.2087 2.2070 -2.2803
H: -5.6090 2.7236 -2.9621
H: -6.2375 1.1517 -4.9994
H: -7.8237 0.8786 -4.2117
H: -8.1216 3.9425 -4.0418
H: -3.3153 0.7121 -4.5220
C: 1.8595 -3.6115 2.3623
C: 3.2171 -4.3029 2.3245
C: 4.2836 -3.4911 1.5877
C: 3.9913 -3.3533 0.1584
N: 3.7610 -3.2392 -0.9618
H: 1.4437 -3.4905 1.3590
H: 1.1523 -4.2042 2.9447
H: 1.9343 -2.6245 2.8247
H: 3.1069 -5.2888 1.8641
H: 3.5518 -4.4674 3.3517
H: 5.2500 -3.9897 1.7040
H: 4.3807 -2.5020 2.0447
C: 6.3345 -0.3624 4.6846
C: 7.0551 -1.4604 5.4579
C: 6.6573 -2.8700 5.0130
C: 5.2577 -3.1766 5.3169
N: 4.1592 -3.4174 5.5529
H: 5.2564 -0.3927 4.8577
H: 6.6933 0.6181 5.0017
H: 6.5132 -0.4566 3.6103
H: 6.8634 -1.3343 6.5265
H: 8.1321 -1.3397 5.3122
H: 7.2948 -3.5960 5.5242
H: 6.8391 -2.9893 3.9416



Record 6
Computed, not measured: a molecular structure, C26H20N4O4S2Tl, with ωB97M-V with the def2-TZVPD basis set.

Calculated values
* net charge: +1
* highest occupied orbital energy: -9.71 eV
* E: -2491.4416 Ha
* ΔE to the lowest compared entry with this formula, charge and spin: 0.033 eV
* lowest unoccupied orbital energy: -2.918 eV

Atoms and positions in Å:
Tl: -0.2596 -0.9072 -0.0826
C: -1.7629 0.2211 -4.7297
N: -2.7708 -0.0742 -3.7155
C: -4.0603 -0.4815 -3.9818
C: -4.6770 -0.6461 -2.7982
N: -3.7545 -0.3335 -1.8109
C: -2.5817 0.0169 -2.3872
S: -1.0988 0.6814 -1.7566
C: -4.0853 -0.3172 -0.4169
C: -5.3291 0.1558 -0.0338
C: -5.6500 0.0874 1.3115
C: -4.7253 -0.4413 2.1971
C: -3.5043 -0.8655 1.7021
N: -3.1801 -0.8043 0.4100
H: -2.1773 -0.0387 -5.6992
H: -0.8674 -0.3646 -4.5388
H: -1.5072 1.2777 -4.7093
H: -4.4161 -0.6287 -4.9851
H: -5.6638 -0.9965 -2.5600
H: -6.0121 0.5829 -0.7539
H: -6.6089 0.4457 1.6595
H: -4.9411 -0.5218 3.2525
H: -2.7546 -1.2893 2.3583
S: -0.1762 -3.8675 3.3591
C: -0.3460 -4.8230 1.9557
C: -0.4356 -4.0676 0.8254
C: -0.3722 -2.6787 1.1024
C: -0.2224 -2.4159 2.4378
C: -0.1099 -1.0742 3.0293
C: 0.0892 -0.8466 4.3871
C: 0.1633 0.4556 4.8471
C: 0.0389 1.5073 3.9495
C: -0.1552 1.2055 2.6156
N: -0.2335 -0.0481 2.1729
H: -0.3686 -5.8976 2.0364
H: -0.5437 -4.4952 -0.1599
H: 0.1928 -1.6797 5.0689
H: 0.3237 0.6494 5.8991
H: 0.1001 2.5364 4.2710
H: -0.2409 1.9820 1.8647
O: 1.2693 1.5501 -0.7020
C: 2.1492 0.7079 -0.4987
O: 1.8828 -0.4764 -0.0395
C: 3.5848 1.0301 -0.7176
C: 4.5602 0.0570 -0.5493
C: 5.9112 0.3410 -0.7607
C: 6.2195 1.6245 -1.1370
O: 7.4464 2.1492 -1.3982
C: 7.2330 3.5175 -1.7558
O: 5.8324 3.7762 -1.6763
C: 5.2455 2.5992 -1.3035
C: 3.9196 2.3385 -1.1043
H: 4.2573 -0.9355 -0.2490
H: 6.6798 -0.4077 -0.6359
H: 7.5774 3.6803 -2.7787
H: 7.7640 4.1606 -1.0524
H: 3.1519 3.0866 -1.2346



Record 7
Computed, not measured: a molecular structure, C30H42N2O2P2Sn, with ωB97M-V with the def2-TZVPD basis set.

Calculated values
* highest occupied orbital energy: -7.64 eV
* E: -2325.3198 Ha
* ΔE to the lowest compared entry with this formula, charge and spin: 0.000 eV
* lowest unoccupied orbital energy: 0.067 eV

Atoms and positions in Å:
P: 0.0979 -1.3407 -6.5054
P: 0.1129 1.7474 -6.4084
C: -0.2454 -0.4550 -8.1222
C: 0.3278 0.9672 -8.1013
H: -1.3392 -0.4390 -8.2522
H: 0.1902 -1.0517 -8.9375
H: 1.4080 0.9621 -8.3181
H: -0.1704 1.6115 -8.8414
C: -1.5345 2.5214 -6.7020
H: -1.7358 3.2339 -5.8915
H: -2.3154 1.7499 -6.6838
H: -1.5519 3.0435 -7.6688
C: 1.1941 3.2122 -6.6448
H: 0.9295 3.7618 -7.5592
H: 2.2389 2.8782 -6.6997
H: 1.0855 3.8676 -5.7703
C: -0.9965 -2.7922 -6.7529
H: -0.8231 -3.4997 -5.9311
H: -0.7990 -3.2817 -7.7169
H: -2.0423 -2.4603 -6.7101
C: 1.7194 -2.0847 -6.9622
H: 2.4992 -1.3123 -6.9468
H: 1.6676 -2.5395 -7.9611
H: 1.9766 -2.8499 -6.2186
Sn: 1.2203 0.1086 0.6957
C: 0.7129 1.4990 -1.8173
C: -0.6277 1.4305 -1.8022
C: -1.4756 0.7306 -2.8083
C: -1.8844 -0.7151 -2.4325
C: -0.8012 -1.5672 -1.8612
C: 0.5044 -1.5044 -2.1719
C: 1.1166 -0.6338 -3.2207
C: 1.6216 0.7554 -2.7607
C: 0.3981 -1.8463 1.2928
H: 1.2216 2.2351 -1.1804
H: -1.1895 1.9278 -1.0023
H: -0.9944 0.7248 -3.7951
H: -2.4090 1.3069 -2.9264
H: -2.7120 -0.6741 -1.7074
H: -2.3059 -1.1929 -3.3351
H: -1.1563 -2.3219 -1.1516
H: 1.2199 -2.1627 -1.6666
H: 0.4244 -0.4998 -4.0687
H: 1.9849 -1.1677 -3.6423
H: 2.6145 0.6463 -2.2948
H: 1.7875 1.3687 -3.6669
H: 1.0632 -2.2707 2.0635
H: 0.3989 -2.4845 0.4016
H: -0.6199 -1.6982 1.6830
O: 0.7813 3.3553 1.0033
C: 0.2229 2.7534 1.9076
N: -0.2786 3.2777 3.1165
C: -0.3919 2.2325 4.1180
C: -0.5400 1.0148 3.1777
O: -1.0134 -0.0783 3.4644
N: -0.0565 1.3855 1.9435
C: 0.9079 2.1089 4.9423
C: 1.7235 0.9788 4.8424
C: 2.9430 0.9361 5.5298
C: 3.3296 1.9972 6.3431
C: 2.4927 3.1108 6.4804
C: 1.2739 3.1620 5.7939
C: -1.6351 2.4231 4.9595
C: -1.6632 2.0944 6.3197
C: -2.8738 2.1425 7.0202
C: -4.0484 2.5184 6.3659
C: -4.0009 2.9239 5.0238
C: -2.7890 2.8777 4.3245
H: -0.0171 4.2358 3.3394
H: 1.4089 0.1140 4.2535
H: 3.5820 0.0627 5.4057
H: 4.2852 1.9700 6.8625
H: 2.7788 3.9539 7.1118
H: 0.6001 4.0145 5.9324
H: -0.7411 1.7971 6.8268
H: -2.8830 1.8766 8.0805
H: -5.0029 2.5002 6.8965
H: -4.8999 3.2694 4.5151
H: -2.7371 3.1936 3.2796



Record 8
Computed, not measured: a molecular structure, C35H55N5O5PbSSi4, with ωB97M-V with the def2-TZVPD basis set.

Calculated values
* highest occupied orbital energy: -6.73 eV
* E: -3765.7577 Ha
* ΔE to the lowest compared entry with this formula, charge and spin: 2.178 eV
* lowest unoccupied orbital energy: 0.024 eV

Atoms and positions in Å:
Pb: 0.2440 0.5163 -0.4198
C: -1.4794 -5.1875 5.2270
O: -0.1289 -5.3042 4.8324
C: 0.3402 -4.5170 3.8375
C: 1.6623 -4.7366 3.4264
C: 2.1683 -4.0153 2.3781
C: 1.4151 -3.0419 1.6999
C: 1.9311 -2.4219 0.4848
C: 3.3924 -2.5880 0.1570
O: 1.2002 -1.8329 -0.3009
C: 0.1075 -2.7603 2.1703
O: -0.6235 -1.7830 1.6487
C: -0.4067 -3.5363 3.2131
H: -1.6369 -5.9656 5.9732
H: -2.1546 -5.3615 4.3843
H: -1.6819 -4.2071 5.6695
H: 2.2501 -5.4923 3.9235
H: 3.1758 -4.2275 2.0571
H: 4.0157 -2.3430 1.0112
H: 3.6190 -1.9233 -0.6717
H: 3.6017 -3.6130 -0.1443
H: -1.4295 -3.3768 3.5064
N: 7.6044 0.3383 1.2128
C: 6.5117 0.8344 0.5403
C: 5.2291 0.3641 0.8279
C: 4.1327 0.7950 0.1040
C: 4.3032 1.6945 -0.9281
C: 5.5732 2.1577 -1.2355
C: 6.6683 1.7486 -0.5044
S: 3.0032 2.3420 -1.9841
O: 3.6777 2.5900 -3.2241
O: 2.4011 3.4896 -1.3278
N: 1.8365 1.1566 -2.0837
C: 1.0425 1.3079 -3.1573
N: 0.0291 0.4280 -3.2981
C: -0.7795 0.5970 -4.3260
C: -0.6203 1.6105 -5.2584
C: 0.4393 2.4749 -5.0122
N: 1.2354 2.3461 -3.9762
H: 7.4408 -0.0785 2.1133
H: 8.4637 0.8541 1.1317
H: 5.1061 -0.3592 1.6202
H: 3.1478 0.4237 0.3211
H: 5.6752 2.8245 -2.0758
H: 7.6523 2.1185 -0.7472
H: -1.6006 -0.1060 -4.3838
H: -1.2830 1.7475 -6.0959
H: 0.6426 3.3321 -5.6439
N: -0.2646 2.8954 -0.8770
H: 0.6933 3.2185 -1.0819
H: -0.5698 3.4658 -0.0914
H: -0.8333 3.0977 -1.6901
C: 1.0622 1.2686 1.7586
C: 0.9204 2.7275 1.8742
C: 1.9786 3.6079 1.6458
C: 1.7734 4.9736 1.6229
C: 0.5126 5.5108 1.8316
C: -0.5399 4.6561 2.1118
C: -0.3322 3.2893 2.1391
H: 0.3542 0.7618 2.4174
H: 2.0627 0.9463 2.0282
H: 2.9663 3.2121 1.4612
H: 2.6063 5.6300 1.4263
H: 0.3520 6.5790 1.7784
H: -1.5296 5.0511 2.2991
H: -1.1564 2.6233 2.3452
C: -5.2463 -0.3185 1.4020
Si: -3.5291 0.2223 0.7273
C: -3.5332 2.1028 1.0992
C: -3.5582 0.1480 -1.1898
Si: -2.3100 -1.5191 1.8818
Si: -2.8944 -3.5623 0.7123
C: -4.6316 -4.2526 1.1246
C: -1.7065 -5.0678 0.8468
C: -2.8532 -3.1929 -1.1663
Si: -2.3504 -0.8944 4.2400
C: -3.7434 -1.8454 5.1638
C: -0.6985 -1.1483 5.1998
C: -2.7389 0.9600 4.5116
H: -6.0627 0.1829 0.8893
H: -5.3346 -0.0735 2.4567
H: -5.4084 -1.3873 1.3096
H: -4.5219 2.5153 0.9079
H: -2.8277 2.6391 0.4757
H: -3.3000 2.3293 2.1315
H: -3.8314 1.1066 -1.6259
H: -4.2705 -0.5839 -1.5593
H: -2.5800 -0.1165 -1.5843
H: -4.8237 -4.3146 2.1911
H: -4.7377 -5.2503 0.7113
H: -5.4073 -3.6380 0.6809
H: -1.6767 -5.5375 1.8242
H: -0.6926 -4.7717 0.5998
H: -2.0026 -5.8273 0.1264
H: -3.7158 -2.6281 -1.5012
H: -2.8415 -4.1232 -1.7288
H: -1.9631 -2.6333 -1.4382
H: -3.7047 -2.9207 5.0147
H: -4.7152 -1.5095 4.8145
H: -3.7081 -1.6647 6.2350
H: -0.6087 -2.1257 5.6641
H: -0.5893 -0.4050 5.9859
H: 0.1522 -1.0325 4.5345
H: -3.7027 1.2285 4.0935
H: -1.9822 1.5936 4.0604
H: -2.7710 1.2010 5.5713



Among the records above, which one has the highest E? C5H8N